1.
The following is a quantum chemistry calculation of a structure of composition C13H25FeN6O5S2Se, from the Open Molecules 2025 dataset.

```
! RIJCOSX wB97M-V def2-TZVPD def2/J DEFGRID3
* xyz -1 5
N 0.56719 -0.16719 -1.82541
H 0.72897 -0.18861 3.14406
H 1.52512 2.49689 -0.54191
H -0.86721 -2.98044 -2.62445
H 1.64176 -4.57960 0.46578
C 3.11524 -0.98337 -1.03069
H -3.96555 0.29094 2.92616
H -1.87012 2.54866 2.84206
O -3.07485 1.92082 -0.74115
H -3.03151 0.81105 4.34291
Se -0.39516 -2.35388 0.31090
S -3.82924 0.61978 -0.86655
H -1.64421 3.53601 -0.75711
C 0.46510 -4.57892 -3.11640
C -3.45204 1.13478 3.38699
C 0.05839 0.66172 3.27848
H 3.57262 1.83303 0.18363
H -0.45105 0.52746 4.23645
H 1.72381 1.92497 3.79231
C -0.10730 -3.65959 -2.25612
C 0.81104 1.97852 3.19800
H -2.81324 1.93414 1.46586
C 0.28729 -3.60796 -0.91017
O -3.28796 -0.00999 -2.12761
H 2.37530 -1.52550 -0.43462
Fe -1.36608 0.02721 -1.11091
C -0.21647 2.51064 -1.60823
N 2.73383 0.41755 -1.16575
O -3.24014 -0.23740 0.21864
H 0.93641 -1.10949 -1.83269
H 3.62586 2.28766 -1.53428
N 1.09818 2.05760 -1.34187
H 1.09251 2.18222 2.16305
H -0.30538 3.38549 0.16794
H 4.07328 -1.03272 -0.51839
S -1.20042 0.40964 2.00499
N 1.39985 -5.46730 -2.77193
O -0.53913 0.91190 0.73941
C 3.69265 1.45103 -0.83895
C -2.39557 1.67654 2.44313
H 0.14593 -4.59856 -4.15492
H 0.22265 2.81911 3.56610
H -1.82827 2.35264 -2.57705
H 2.53500 -6.14107 -1.19093
N -0.62514 3.54792 -0.78039
N -0.88136 1.98040 -2.54833
H 4.69370 1.03347 -0.91788
H -4.18912 1.91100 3.59484
C 1.44068 0.70741 -1.46849
C 1.27260 -4.54407 -0.55191
C 1.77443 -5.42423 -1.49126
H 3.22477 -1.46705 -2.00550
O -5.25766 0.76870 -0.82985
*
```

Expectation value of S²: 6.0089
Strongest force on any atom: 1.0 eV/A
Frontier orbital gap (spin up / spin down): 6.31 / 6.30 eV
HOMO energy (spin up / spin down): -0.1539 / -0.1536 Ha

Results of the Mulliken charge analysis, in e, for atoms 1 through 8: N -0.574; H 0.364; H 0.279; H 0.338; H 0.363; C -1.109; H 0.325; H 0.439


2.
The following is a quantum chemistry calculation of the molecule C4H4N2O2 in a non-equilibrium geometry, from the Open Molecules 2025 dataset.

```
! RIJCOSX wB97M-V def2-TZVPD def2/J DEFGRID3
* xyz 0 1
O -0.81754 -0.19699 -1.42662
N 2.33063 2.15832 -0.76837
C 0.34079 0.83433 0.33119
C -0.01357 -0.44024 -0.33014
C -0.79019 -1.14125 0.67595
H 0.05597 -1.78454 1.12155
H -0.22827 0.37290 -2.09826
N -0.33913 0.99059 1.42858
H 0.86574 -0.97137 -0.73859
H -1.70741 -1.60969 0.22078
C 1.41741 1.83401 -0.01219
O -1.11442 -0.04606 1.59611
*
```

Strongest force on any atom: 7.3 eV/A
Frontier orbital gap: 10.17 eV
HOMO energy: -0.3736 Ha

Results of the Mulliken charge analysis, in e, for atoms 1 through 8: O -0.558; N -0.454; C 0.417; C 0.269; C -0.500; H 0.258; H 0.366; N -0.306


3.
The following is a quantum chemistry calculation of a cluster of 2 separate species, H4O2 in total in a non-equilibrium geometry, from the Open Molecules 2025 dataset.

```
! RIJCOSX wB97M-V def2-TZVPD def2/J DEFGRID3
* xyz 0 1
O 1.66206 -0.37596 2.12026
H 2.45699 -0.89491 2.37916
O -1.95058 0.82811 -2.00198
H 0.90176 -0.96082 2.33966
H -2.09412 0.45601 -2.90153
H -0.97612 0.94758 -1.93557
*
```

Strongest force on any atom: 1.2 eV/A
Frontier orbital gap: 12.40 eV
HOMO energy: -0.4224 Ha

The molecule's Mulliken atomic charges, reported in e, are given here: O -0.652; H 0.325; O -0.652; H 0.327; H 0.325; H 0.327


4.
The following is a quantum chemistry calculation of the molecule C3H4N2OS in a non-equilibrium geometry, from the Open Molecules 2025 dataset.

```
! RIJCOSX wB97M-V def2-TZVPD def2/J DEFGRID3
* xyz 0 1
H 2.72551 -0.50845 -0.32607
O -0.56800 -1.00808 -0.00810
N 1.81026 -1.08747 -0.09770
H 1.02317 1.76723 0.08644
S -3.22842 -0.66499 -0.04346
C 0.61875 -0.35396 0.01764
H -1.73817 1.92701 -0.18237
H 1.85890 -1.88407 0.55439
C 0.30926 0.98342 -0.07135
N -1.11654 1.02940 0.07580
C -1.69471 -0.20005 -0.00522
*
```

Strongest force on any atom: 4.3 eV/A
Frontier orbital gap: 8.30 eV
HOMO energy: -0.2841 Ha

Results of the Mulliken charge analysis, in e, for atoms 1 through 8: H 0.253; O -0.363; N -0.494; H 0.333; S -0.387; C 0.511; H 0.301; H 0.257


5.
The following is a quantum chemistry calculation of the ion C3N2O4 with charge -2 in a non-equilibrium geometry, from the Open Molecules 2025 dataset.

```
! RIJCOSX wB97M-V def2-TZVPD def2/J DEFGRID3
* xyz -2 1
N 0.46482 1.14886 0.35584
C -0.32554 -0.80010 1.33306
O -1.40874 -0.65070 1.80124
C 0.06374 0.02839 -0.09264
O -0.89794 -0.93667 -2.08842
N 0.75908 2.23732 0.69009
O 0.64024 -1.45701 1.81148
O 0.75807 0.56229 -2.21367
C -0.05372 -0.13240 -1.59698
*
```

Strongest force on any atom: 4.3 eV/A
Frontier orbital gap: 6.93 eV
HOMO energy: 0.0070 Ha

Results of the Mulliken charge analysis, in e, for atoms 1 through 8: N 0.563; C 0.439; O -0.634; C 0.382; O -0.775; N -0.909; O -0.739; O -0.727


6.
The following is a quantum chemistry calculation of a cluster of 2 separate species, C4H11N3O2 in total in a non-equilibrium geometry, from the Open Molecules 2025 dataset.

```
! RIJCOSX wB97M-V def2-TZVPD def2/J DEFGRID3
* xyz 0 1
C 2.35519 0.46112 1.05542
H -1.31744 2.92514 1.54386
H 2.12182 -0.22944 2.02925
N -0.36734 2.97721 1.25701
O -1.90206 -0.56464 -2.16504
H 0.17841 3.58523 1.83292
H -2.42179 -3.33029 -2.05597
H 1.99435 2.53572 0.86785
H -1.94544 -2.53161 -3.42086
H 2.14217 -0.21670 0.42237
H -0.36794 -0.75223 -0.24900
H -0.79230 -3.76445 -2.56864
N -0.39674 0.46555 1.41230
C -1.58217 -2.85925 -2.48079
C 0.17489 1.58113 1.23567
N 1.52690 1.67951 1.19361
H 3.43842 0.87488 1.09726
H -1.30948 0.25276 1.81163
O -0.26649 -1.49755 -0.94302
C -1.26297 -1.59208 -1.87584
*
```

Strongest force on any atom: 9.7 eV/A
Frontier orbital gap: 10.24 eV
HOMO energy: -0.3471 Ha

Results of the Mulliken charge analysis, in e, for atoms 1 through 8: C -0.826; H 0.252; H 0.240; N -0.539; O -0.585; H 0.240; H 0.280; H 0.272


These records have E_tot values of -154472.6585 -11283.8666 -4159.6932 -19037.5937 -14279.3740 -12890.4176 eV, in the order they appear.